{"formula": "C44H69F3O33", "method": "ωB97M-V/def2-TZVPD", "species": ["O", "H", "H", "H", "C", "O", "O", "C", "F", "F", "F", "C", "C", "H", "H", "H", "H", "H", "H", "C", "C", "C", "O", "C", "O", "O", "H", "H", "H", "H", "H", "H", "C", "C", "C", "O", "C", "O", "O", "H", "H", "H", "H", "H", "H", "C", "C", "C", "O", "C", "O", "O", "H", "H", "H", "H", "H", "H", "C", "C", "C", "O", "C", "O", "O", "H", "H", "H", "H", "H", "H", "C", "C", "C", "O", "C", "O", "O", "H", "H", "H", "H", "H", "H", "C", "C", "C", "O", "C", "O", "O", "H", "H", "H", "H", "H", "H", "C", "C", "C", "O", "C", "O", "O", "H", "H", "H", "H", "H", "H", "C", "C", "C", "O", "C", "O", "O", "H", "H", "H", "H", "H", "H", "C", "C", "C", "O", "C", "O", "O", "H", "H", "H", "H", "H", "H", "C", "C", "C", "O", "C", "O", "O", "H", "H", "H", "H", "H", "H"], "coordinates": [[4.06, -0.75, -1.30], [3.16, -0.51, -1.51], [4.21, -1.01, -2.21], [-8.43, -6.46, 7.55], [0.68, 0.58, -0.97], [1.28, -0.42, -0.14], [1.09, 0.62, -2.24], [-0.88, 0.21, -0.86], [-1.27, 0.47, 0.37], [-1.52, 1.05, -1.67], [-1.21, -0.99, -1.19], [1.98, -0.04, 1.04], [2.46, -1.30, 1.73], [1.78, -1.72, 2.50], [2.67, -2.14, 1.05], [3.41, -1.08, 2.20], [1.39, 0.56, 1.70], [2.78, 0.62, 0.68], [0.77, 1.58, -0.46], [1.38, 3.86, 4.89], [1.96, 3.10, 3.69], [2.91, 3.86, 2.91], [4.11, 3.07, 2.94], [3.94, 1.95, 3.61], [4.72, 1.04, 3.66], [2.71, 1.94, 4.19], [0.53, 4.42, 4.61], [2.11, 4.54, 5.23], [1.04, 3.09, 5.62], [1.17, 2.80, 3.07], [3.09, 4.80, 3.45], [2.65, 4.08, 1.89], [6.33, 3.22, -0.97], [5.15, 3.10, -1.88], [3.82, 2.74, -1.18], [2.88, 3.55, -1.89], [3.57, 4.42, -2.67], [3.11, 5.16, -3.47], [4.88, 4.34, -2.46], [6.51, 2.27, -0.59], [6.10, 4.02, -0.24], [7.23, 3.50, -1.49], [5.29, 2.43, -2.75], [3.78, 3.02, -0.11], [3.55, 1.74, -1.34], [-3.73, 3.90, 2.68], [-2.90, 3.36, 1.61], [-2.98, 4.17, 0.27], [-1.58, 4.20, -0.13], [-0.84, 3.93, 0.94], [0.38, 4.08, 0.94], [-1.52, 3.54, 2.02], [-4.78, 3.66, 2.42], [-3.63, 5.00, 2.80], [-3.55, 3.49, 3.68], [-3.12, 2.30, 1.47], [-3.32, 5.21, 0.42], [-3.58, 3.76, -0.49], [0.28, -2.56, -5.08], [-0.88, -2.38, -4.16], [-1.73, -1.09, -4.42], [-2.99, -1.50, -3.83], [-3.08, -2.86, -4.08], [-4.13, -3.44, -3.96], [-1.91, -3.38, -4.41], [-0.08, -2.48, -6.12], [0.96, -3.45, -5.00], [0.90, -1.63, -4.96], [-0.79, -2.42, -3.06], [-1.77, -0.80, -5.46], [-1.45, -0.18, -3.90], [2.66, -5.70, 0.21], [2.84, -6.66, 1.39], [1.87, -6.35, 2.51], [1.45, -7.67, 3.00], [1.69, -8.56, 2.05], [1.34, -9.70, 2.15], [2.49, -8.10, 1.07], [3.36, -5.96, -0.59], [2.87, -4.67, 0.54], [1.68, -5.61, -0.23], [3.89, -6.81, 1.65], [1.05, -5.77, 2.13], [2.29, -5.79, 3.34], [3.81, -0.66, 5.95], [4.70, -1.71, 5.19], [5.70, -2.50, 6.04], [5.73, -3.81, 5.48], [4.64, -3.91, 4.70], [4.31, -4.93, 4.15], [3.99, -2.74, 4.50], [3.12, -0.22, 5.19], [4.33, 0.09, 6.50], [3.19, -1.07, 6.79], [5.31, -1.17, 4.47], [5.30, -2.62, 7.04], [6.73, -2.17, 6.10], [-1.43, -0.09, 4.34], [-2.14, -0.83, 3.20], [-1.30, -1.82, 2.43], [-2.15, -2.96, 2.17], [-3.07, -2.91, 3.20], [-3.85, -3.79, 3.38], [-3.12, -1.70, 3.82], [-2.08, 0.64, 4.83], [-0.57, 0.50, 3.97], [-1.16, -0.86, 5.07], [-2.57, -0.20, 2.41], [-0.50, -2.11, 3.06], [-0.85, -1.49, 1.49], [-5.48, -3.14, 0.16], [-4.78, -1.94, -0.34], [-5.31, -1.21, -1.61], [-5.19, 0.20, -1.31], [-4.97, 0.30, 0.03], [-4.87, 1.36, 0.57], [-5.08, -0.85, 0.71], [-5.00, -3.45, 1.10], [-5.40, -3.96, -0.61], [-6.51, -2.91, 0.34], [-3.71, -1.86, -0.50], [-6.34, -1.39, -1.83], [-4.61, -1.41, -2.35], [-5.86, 1.47, -5.62], [-5.20, 1.28, -4.19], [-3.70, 1.32, -4.17], [-3.53, 2.77, -4.12], [-4.52, 3.26, -3.34], [-4.53, 4.33, -2.85], [-5.59, 2.34, -3.36], [-6.84, 1.90, -5.50], [-5.92, 0.55, -6.25], [-5.28, 2.18, -6.22], [-5.61, 0.33, -3.80], [-3.24, 0.88, -5.10], [-3.27, 1.00, -3.24], [-0.11, 3.48, -3.84], [0.28, 2.91, -5.18], [1.31, 1.80, -5.23], [0.93, 1.04, -6.37], [-0.39, 1.22, -6.56], [-1.09, 0.59, -7.34], [-0.87, 2.17, -5.75], [0.72, 3.99, -3.32], [-0.45, 2.69, -3.19], [-0.84, 4.24, -4.03], [0.56, 3.70, -5.92], [1.33, 1.21, -4.28], [2.30, 2.30, -5.48]], "homo_energy_ha": -0.3184, "largest_force_ev_per_a": 3.60}